C30H23IrN4O3S4Te | the ωB97M-V functional and the def2-TZVPD basis

Geometry (Å):
Ir -0.943 0.297 -0.117
O 0.092 2.780 3.032
C 0.016 2.072 2.031
N -0.794 1.042 1.791
C -1.626 0.455 2.749
C -1.440 0.552 4.127
C -2.251 -0.181 4.975
C -3.238 -1.005 4.453
C -3.435 -1.091 3.084
C -2.634 -0.351 2.214
N -2.722 -0.405 0.789
C -3.960 -0.625 0.266
O -5.004 -0.659 0.916
C -4.078 -0.944 -1.203
C -5.343 -1.113 -1.766
C -5.417 -1.544 -3.077
C -4.241 -1.803 -3.772
C -3.036 -1.579 -3.127
N -2.965 -1.147 -1.874
C 1.041 2.193 0.940
C 2.084 3.090 1.070
C 3.142 3.016 0.183
C 3.123 2.032 -0.789
C 2.025 1.199 -0.886
N 0.984 1.285 -0.049
H -0.668 1.199 4.514
H -2.105 -0.110 6.046
H -3.869 -1.586 5.114
H -4.211 -1.724 2.690
H -6.215 -0.918 -1.160
H -6.379 -1.686 -3.555
H -4.257 -2.157 -4.794
H -2.087 -1.723 -3.636
H 2.039 3.794 1.888
H 3.979 3.699 0.262
H 3.945 1.895 -1.477
H 1.972 0.446 -1.650
O -2.792 3.371 -5.952
C -2.438 2.865 -4.922
S -1.353 1.464 -4.835
C -1.342 1.334 -3.087
C -2.078 2.227 -2.385
S -2.158 2.268 -0.666
S -2.974 3.407 -3.320
S -0.387 0.105 -2.344
C 6.318 -0.369 0.103
C 4.890 -0.827 0.229
C 4.265 -1.528 -0.789
C 2.929 -1.922 -0.700
C 2.325 -2.658 -1.868
C 2.188 -1.605 0.447
Te 0.108 -2.081 0.553
C 2.824 -0.930 1.508
C 2.128 -0.603 2.802
C 4.155 -0.548 1.374
H 6.719 -0.597 -0.885
H 6.958 -0.853 0.844
H 6.398 0.709 0.260
H 4.822 -1.766 -1.690
H 3.040 -2.721 -2.691
H 1.420 -2.165 -2.223
H 2.031 -3.669 -1.584
H 1.076 -0.376 2.657
H 2.611 0.241 3.298
H 2.167 -1.463 3.477
H 4.626 -0.004 2.188

Calculated values
HOMO level (spin up / spin down): -4.35 / -4.33 eV
LUMO energy (spin up / spin down): 2.276 / 0.585 eV
net charge: -1
Kohn-Sham gap (spin up / spin down): 6.63 / 4.92 eV
energy above the lowest of the compared OMol25 structures with the same formula, charge and spin: 89.6 kJ/mol
2S+1: 2

C25H19Cl2LiN2OP | the ωB97M-V functional and the def2-TZVPD basis

Geometry (Å):
Li -0.155 -1.995 -1.369
O -2.216 -3.985 -1.239
N -1.831 -2.871 -0.474
C -2.597 -2.751 0.530
C -2.591 -1.687 1.576
C -3.683 -1.772 2.443
C -3.890 -0.836 3.442
C -2.997 0.213 3.585
C -1.903 0.299 2.737
C -1.666 -0.640 1.736
P -0.206 -0.535 0.591
C 1.220 -0.625 1.733
C 2.472 -0.476 1.126
C 3.625 -0.582 1.890
C 3.552 -0.867 3.249
C 2.314 -1.054 3.846
C 1.151 -0.933 3.091
C -0.231 1.231 0.125
C -0.885 1.558 -1.061
C -0.925 2.871 -1.503
C -0.298 3.870 -0.770
C 0.375 3.549 0.400
C 0.412 2.234 0.843
H -1.761 -3.855 -2.082
H -3.394 -3.489 0.625
H -4.390 -2.584 2.317
H -4.749 -0.922 4.096
H -3.150 0.961 4.353
H -1.206 1.121 2.846
H 2.521 -0.345 0.040
H 4.587 -0.462 1.407
H 4.457 -0.957 3.838
H 2.248 -1.293 4.900
H 0.194 -1.081 3.573
H -1.323 0.772 -1.666
H -1.414 3.107 -2.440
H -0.310 4.893 -1.126
H 0.889 4.320 0.961
H 0.968 1.984 1.740
Cl -1.106 -1.387 -3.492
C 0.334 -0.416 -3.918
C 0.325 0.253 -5.116
C 1.415 1.045 -5.474
C 2.483 1.124 -4.560
C 2.470 0.443 -3.375
Cl 3.856 0.631 -2.302
C 1.399 -0.456 -2.891
N 1.368 -1.122 -1.803
H -0.534 0.168 -5.774
H 1.433 1.587 -6.409
H 3.343 1.743 -4.792

Calculated values
HOMO level: -1.99 eV
LUMO energy: 2.213 eV
net charge: -1
Kohn-Sham gap: 4.20 eV
energy above the lowest of the compared OMol25 structures with the same formula, charge and spin: 0.0 kJ/mol

C24H60Cl2F2N9O14S2Tl | the ωB97M-V functional and the def2-TZVPD basis

Geometry (Å):
Tl 2.799 -2.415 0.176
N 0.539 -0.765 -0.497
S -0.604 -0.941 -1.587
O -0.617 0.024 -2.682
O -1.735 -1.684 -1.188
F 0.272 -2.051 -2.394
S -0.483 0.550 0.137
O -1.535 0.099 1.086
O -0.770 1.810 -0.623
F 0.608 1.174 1.146
Cl -4.565 -1.789 -2.609
C -4.824 -0.081 -2.154
C -4.149 0.839 -3.212
Cl -4.714 2.554 -2.962
H -4.342 -0.012 -1.179
H -5.891 0.056 -1.979
H -4.488 0.420 -4.159
H -3.061 0.827 -3.150
C -0.201 2.444 -5.463
C 0.551 1.125 -5.757
C -0.467 -0.035 -5.876
O 1.174 1.129 -7.031
H -0.546 2.934 -6.373
H 0.553 3.030 -4.937
H -1.053 2.385 -4.786
H 1.276 0.942 -4.965
H -1.384 0.262 -6.386
H -0.739 -0.339 -4.865
H 0.080 -0.822 -6.395
H 1.568 2.004 -7.053
C 0.948 3.697 3.001
C 0.262 5.080 3.071
C 0.197 5.605 4.452
O 0.827 6.082 2.317
H 1.193 3.500 1.957
H 0.222 2.948 3.318
H 1.818 3.685 3.657
H -0.767 5.065 2.713
H 1.119 5.858 4.976
H -0.314 4.889 5.096
H -0.361 6.540 4.497
H 1.599 6.356 2.819
O -4.620 2.743 2.828
C -4.107 2.848 1.761
N -4.695 2.530 0.609
C -2.607 3.378 1.712
H -5.579 2.041 0.608
H -4.184 2.888 -0.185
H -2.614 4.204 2.424
H -2.626 3.730 0.680
H -1.873 2.605 1.939
O 3.009 -2.452 -2.710
C 3.151 -2.254 -3.941
N 3.327 -1.047 -4.473
C 3.075 -3.429 -4.920
H 3.237 -0.356 -3.742
H 3.245 -0.971 -5.477
H 2.170 -3.995 -4.699
H 3.888 -4.144 -4.798
H 2.969 -3.151 -5.969
O 3.695 0.064 1.818
C 4.270 1.037 2.262
N 3.719 2.194 2.206
C 5.629 1.057 3.034
H 4.070 2.981 2.733
H 2.794 2.225 1.801
H 5.952 2.092 3.148
H 6.417 0.613 2.425
H 5.677 0.602 4.023
O -4.192 -2.251 2.395
C -4.067 -1.601 3.494
N -2.971 -0.867 3.560
C -5.029 -1.734 4.699
H -2.774 -0.164 4.257
H -2.467 -0.803 2.687
H -4.936 -1.068 5.557
H -4.969 -2.752 5.086
H -6.022 -1.525 4.303
O 3.333 0.291 -1.076
C 3.285 1.167 -1.982
N 4.258 1.382 -2.837
C 2.013 1.975 -2.002
H 5.109 0.857 -2.701
H 4.126 2.090 -3.545
H 1.197 1.554 -2.589
H 2.220 2.994 -2.328
H 1.617 1.999 -0.986
O 1.644 -4.579 -1.178
C 0.808 -5.267 -1.765
N 1.098 -6.071 -2.777
C -0.693 -5.338 -1.423
H 1.900 -6.009 -3.388
H 0.411 -6.780 -2.992
H -1.046 -4.316 -1.287
H -0.749 -5.981 -0.545
H -1.367 -5.914 -2.057
O 0.157 -3.776 1.611
C -0.992 -3.802 2.020
N -1.952 -3.197 1.360
C -1.333 -4.303 3.402
H -2.872 -3.057 1.754
H -1.745 -2.610 0.565
H -2.411 -4.312 3.564
H -0.623 -3.882 4.114
H -1.071 -5.361 3.387
O 1.955 -1.717 2.948
C 1.522 -1.120 3.934
N 0.494 -0.323 3.843
C 2.357 -1.066 5.229
H 0.051 -0.126 4.729
H -0.169 -0.334 3.082
H 1.594 -1.005 6.005
H 3.109 -0.279 5.172
H 2.808 -2.032 5.454

Calculated values
HOMO level: -13.47 eV
LUMO energy: -11.734 eV
net charge: +2
Kohn-Sham gap: 1.74 eV

C5H8N2 | the ωB97M-V functional and the def2-TZVPD basis

Geometry (Å):
C -0.321 1.250 -0.235
C -0.293 -0.297 -0.124
C -1.482 -1.103 0.383
N 0.567 -0.970 -1.082
C 1.133 -0.611 0.210
C 1.784 0.691 0.349
N 2.391 1.658 0.580
H 0.808 1.857 0.066
H -0.949 1.655 0.552
H -0.682 1.550 -1.223
H -2.340 -0.987 -0.291
H -1.248 -2.174 0.435
H -1.789 -0.765 1.377
H 0.874 -0.353 -1.828
H 1.549 -1.400 0.831

Calculated values
HOMO level: -9.72 eV
LUMO energy: 0.910 eV
structure (SMILES): CC1(C)N[C@H]1C#N
Kohn-Sham gap: 10.63 eV
energy above the lowest of the compared OMol25 structures with the same formula, charge and spin: 351.1 kJ/mol

C36H65IN3O12PS | the ωB97M-V functional and the def2-TZVPD basis

Geometry (Å):
C -0.202 -0.440 -1.096
C 0.347 -1.988 -1.412
O -0.547 -2.690 -2.346
P -0.180 -4.387 -2.474
O 0.814 -4.527 -3.736
C -1.672 -5.520 -2.833
C -3.137 -4.791 -2.790
C -3.441 -3.897 -1.452
C -3.592 -4.487 0.091
C -3.424 -6.141 0.277
C -4.939 -6.655 0.765
O -5.894 -5.772 0.030
C -7.013 -5.410 0.918
C -7.402 -3.826 1.244
O -7.825 -6.331 1.496
C -3.931 -3.484 1.386
C -4.135 -4.031 2.917
C -2.963 -5.041 3.460
C -1.446 -4.679 2.952
O -0.615 -5.894 3.248
C -4.111 -1.838 1.147
S -4.509 -0.600 2.495
C -3.961 -1.275 -0.384
C -3.660 -2.284 -1.639
C -3.650 -1.300 -2.949
O -3.991 -1.604 -4.204
N -3.213 0.022 -2.315
C -3.213 1.169 -3.303
C -1.947 0.900 -4.342
C -2.442 0.645 -5.909
I -1.815 2.220 -7.293
C -4.051 0.226 -1.036
O -4.693 1.328 -0.637
O 0.572 -5.022 -0.996
C 1.960 -5.435 -1.256
C 2.993 -4.122 -1.296
H 0.705 0.097 -0.540
H -1.112 -0.486 -0.335
H -0.427 0.171 -2.068
H 1.384 -1.824 -1.979
H 0.468 -2.492 -0.363
H -1.542 -5.938 -3.944
H -1.571 -6.470 -2.137
H -4.004 -5.593 -2.868
H -3.265 -4.082 -3.729
H -2.586 -6.414 1.047
H -3.222 -6.697 -0.733
H -5.122 -7.760 0.351
H -5.066 -6.601 1.927
H -8.560 -3.690 1.485
H -7.179 -3.121 0.323
H -6.829 -3.399 2.175
H -4.279 -3.200 3.731
H -5.147 -4.664 2.923
H -3.287 -6.147 3.191
H -2.984 -4.981 4.645
H -1.364 -4.512 1.797
H -0.993 -3.805 3.603
H -0.877 -6.624 2.585
H -3.249 -0.333 3.113
H -4.206 1.230 -3.920
H -2.962 2.164 -2.723
H -1.232 1.843 -4.387
H -1.292 -0.029 -4.060
H -1.923 -0.361 -6.286
H -3.612 0.420 -5.953
H 2.104 -6.161 -2.162
H 2.306 -6.049 -0.292
H 2.918 -3.510 -2.291
H 4.095 -4.413 -0.992
H 2.601 -3.411 -0.421
C 0.601 6.079 1.375
O 0.380 6.561 0.056
C 1.569 7.028 -0.595
C 2.030 6.046 -1.683
N 2.558 4.803 -1.100
C 2.709 3.703 -2.059
C 1.459 3.236 -2.832
O 0.479 2.575 -2.033
C -0.353 3.440 -1.275
H -0.370 5.990 1.870
H 1.057 5.086 1.357
H 1.225 6.764 1.956
H 2.370 7.253 0.118
H 1.296 7.970 -1.085
H 2.811 6.515 -2.291
H 1.169 5.847 -2.326
H 1.929 4.493 -0.367
H 3.087 2.847 -1.488
H 3.494 3.971 -2.778
H 1.795 2.489 -3.561
H 1.000 4.036 -3.425
H -0.582 4.369 -1.806
H 0.112 3.647 -0.311
H -1.294 2.923 -1.071
C 7.836 3.074 1.763
O 6.760 2.543 2.526
C 6.959 2.628 3.943
C 6.066 3.711 4.567
N 6.512 5.062 4.188
C 5.535 6.120 4.467
C 4.138 6.008 3.822
O 4.121 6.188 2.407
C 4.522 5.050 1.658
H 7.715 2.740 0.730
H 7.814 4.167 1.765
H 8.804 2.721 2.132
H 8.014 2.767 4.206
H 6.648 1.659 4.353
H 6.089 3.621 5.657
H 5.044 3.524 4.229
H 6.709 5.074 3.193
H 5.987 7.056 4.120
H 5.419 6.213 5.554
H 3.532 6.827 4.228
H 3.611 5.088 4.102
H 4.197 4.113 2.118
H 5.604 5.062 1.521
H 4.074 5.116 0.663

Calculated values
HOMO level: -8.68 eV
LUMO energy: -1.390 eV
structure (SMILES): CCOP(=O)(CCc1c(CCOC(C)=O)c(CCCO)c(S)c2c1C(=O)N(CCCI)C2=O)OCC.COCCNCCOC.COCCNCCOC
Kohn-Sham gap: 7.29 eV

Br4Cr | the ωB97M-V functional and the def2-TZVPD basis

Geometry (Å):
Cr -0.253 -0.232 0.053
Br 2.043 1.323 -0.668
Br -1.530 1.967 0.790
Br -0.899 -1.464 -1.908
Br 0.640 -1.595 1.733

Calculated values
HOMO level (spin up / spin down): -5.70 / -5.84 eV
LUMO energy (spin up / spin down): 0.221 / 2.959 eV
net charge: -1
Kohn-Sham gap (spin up / spin down): 5.92 / 8.80 eV
energy above the lowest of the compared OMol25 structures with the same formula, charge and spin: 25.1 kJ/mol
2S+1: 4